Record 1
C8H14OS2 | wB97M-V/def2-TZVPD

Cartesian coordinates (Å):
C1 0.602 1.155 0.197
C2 -0.864 0.734 0.327
C3 1.027 -0.193 -0.392
C4 -0.465 -0.531 -0.419
C5 -1.844 1.637 -0.418
C6 -1.312 0.585 1.778
C7 1.711 -0.101 -1.752
C8 1.883 -0.996 0.581
O1 1.185 2.176 0.407
S1 -1.310 -0.969 -1.871
S2 -0.884 -2.710 0.871
H1 -1.521 1.807 -1.443
H2 -1.911 2.596 0.089
H3 -2.829 1.174 -0.437
H4 -0.660 -0.085 2.330
H5 -2.330 0.197 1.811
H6 -1.286 1.565 2.256
H7 2.648 0.440 -1.644
H8 1.087 0.431 -2.467
H9 1.929 -1.094 -2.141
H10 1.962 -2.026 0.243
H11 1.446 -0.994 1.576
H12 2.876 -0.557 0.638
H13 -0.453 -1.920 -2.244
H14 -0.687 -2.319 2.122

Summary:
ΔE to the lowest compared entry with this formula, charge and spin	20.7	kJ/mol
highest occupied orbital energy (alpha / beta)	-8.61 / -8.61	eV
DFT total energy	-32238.9620	eV
M	190.33	g mol⁻¹
largest force on an atom	2.52	eV/Å
HOMO-LUMO gap (alpha / beta)	7.842 / 7.838	eV

Atomic partial charges in e from the Löwdin method, atoms 1 to 2: number 1, C, carries -0.313; number 2, C, carries -0.485

Record 2
C34H8Cl5F15GeNPbS2 | wB97M-V/def2-TZVPD

Cartesian coordinates (Å):
Pb1 1.882 -1.085 -2.435
C1 -0.676 0.902 -2.850
C2 0.424 1.706 -3.027
C3 0.137 3.123 -3.131
C4 1.181 3.966 -3.234
C5 2.525 3.471 -3.154
C6 3.636 4.327 -3.152
C7 4.901 3.816 -3.010
C8 5.103 2.444 -2.847
C9 4.035 1.564 -2.833
S1 4.312 -0.145 -2.541
C10 2.730 2.079 -3.027
N1 1.668 1.211 -3.030
H1 -2.344 1.516 -3.104
H2 -2.095 0.767 -1.521
H3 -2.078 0.153 -4.080
H4 -0.913 3.374 -3.140
H5 1.027 5.032 -3.356
H6 3.477 5.395 -3.244
H7 5.755 4.482 -2.993
H8 6.100 2.046 -2.710
Cl1 -2.056 0.372 -2.768
C11 -3.535 0.213 -2.740
C12 -1.863 -1.056 -2.469
C13 -1.896 -2.354 -2.597
Cl2 -1.767 -3.497 -1.230
C14 -3.112 -2.541 -3.540
Cl3 -2.965 -3.838 -4.710
C15 -4.313 -1.821 -3.525
Cl4 -5.642 -2.476 -4.430
C16 -4.647 -0.462 -2.844
Cl5 -6.235 0.194 -2.768
F1 -1.021 -0.576 4.346
C17 -1.719 0.289 3.593
C18 -1.320 0.490 2.280
C19 -2.043 1.419 1.546
F2 -1.693 1.706 0.297
C20 -3.121 2.103 2.088
F3 -3.770 3.023 1.368
C21 -3.510 1.844 3.386
F4 -4.547 2.491 3.917
C22 -2.802 0.935 4.151
F5 -3.165 0.707 5.418
Ge1 0.194 -0.596 1.554
S2 0.819 0.209 -0.350
C23 1.613 -0.362 2.955
C24 1.930 -1.307 3.918
F6 1.198 -2.422 4.045
C25 2.985 -1.142 4.798
F7 3.263 -2.074 5.716
C26 3.761 -0.001 4.725
F8 4.790 0.163 5.558
C27 3.456 0.980 3.800
F9 4.189 2.096 3.753
C28 2.388 0.789 2.942
F10 2.082 1.774 2.093
C29 -0.292 -2.507 1.630
C30 0.699 -3.438 1.381
F11 1.942 -2.994 1.127
C31 0.457 -4.795 1.401
F12 1.436 -5.677 1.183
C32 -0.827 -5.241 1.662
F13 -1.083 -6.548 1.689
C33 -1.843 -4.336 1.909
F14 -3.074 -4.778 2.174
C34 -1.565 -2.981 1.883
F15 -2.565 -2.119 2.103

Summary:
ΔE to the lowest compared entry with this formula, charge and spin	2589.6	kJ/mol
net charge	-1
highest occupied orbital energy (alpha / beta)	-4.51 / -4.44	eV
DFT total energy	-223662.5528	eV
M	1236.62	g mol⁻¹
largest force on an atom	8.69	eV/Å
HOMO-LUMO gap (alpha / beta)	5.704 / 5.605	eV

Atomic partial charges in e from the Löwdin method, atoms 1 to 2: number 1, Pb, carries 0.869; number 2, C, carries -0.286

Record 3
C3H7N3 | wB97M-V/def2-TZVPD

Cartesian coordinates (Å):
C1 -1.422 -0.864 0.375
C2 -0.234 -0.412 -0.588
C3 0.353 1.133 -0.242
N1 1.714 0.804 0.132
N2 1.871 -0.581 0.218
N3 0.912 -1.219 -0.203
H1 -0.997 -0.896 1.318
H2 -1.700 -1.844 0.173
H3 -2.353 -0.388 0.289
H4 -0.783 -0.460 -1.544
H5 0.363 1.696 -1.141
H6 -0.088 1.677 0.533
H7 2.363 1.355 0.680

Summary:
ΔE to the lowest compared entry with this formula, charge and spin	232.8	kJ/mol
highest occupied orbital energy	-9.06	eV
DFT total energy	-7692.2670	eV
SMILES	C[C@H]1CNN=N1
M	85.11	g mol⁻¹
largest force on an atom	4.13	eV/Å
HOMO-LUMO gap	10.121	eV

Atomic partial charges in e from the Löwdin method, atoms 1 to 2: number 1, C, carries -0.060; number 2, C, carries -0.263

Record 4
C14H25NO5 | wB97M-V/def2-TZVPD

Cartesian coordinates (Å):
C1 -1.350 -2.706 -1.081
C2 -0.494 -2.644 0.197
C3 -1.320 -1.986 1.306
C4 0.873 -1.962 -0.083
C5 1.153 -0.659 0.671
C6 2.582 -0.173 0.457
C7 2.889 1.232 1.012
C8 1.996 1.737 2.155
C9 2.686 2.755 3.050
N1 3.954 2.415 3.570
O1 2.159 3.811 3.331
O2 3.564 -1.147 0.919
C10 3.428 -1.597 2.174
O3 3.303 -0.899 3.151
H1 -1.921 -1.781 -1.172
H2 -2.080 -3.517 -0.983
H3 -0.740 -2.868 -1.971
H4 -0.310 -3.678 0.506
H5 -1.638 -0.982 1.020
H6 -2.226 -2.580 1.466
H7 -0.790 -1.962 2.261
H8 0.904 -1.706 -1.148
H9 1.693 -2.672 0.065
H10 0.514 0.127 0.252
H11 0.919 -0.732 1.733
H12 2.737 -0.146 -0.624
H13 2.809 1.940 0.180
H14 3.938 1.229 1.306
H15 1.659 0.918 2.795
H16 1.127 2.252 1.743
H17 4.716 2.907 3.127
H18 4.113 1.414 3.563
H19 3.465 -2.693 2.237
O4 -1.664 0.497 -1.684
C11 -2.647 0.844 -2.270
C12 -2.748 1.451 -3.656
C13 -4.161 2.029 -3.670
C14 -4.884 1.102 -2.699
O5 -3.885 0.703 -1.744
H20 -2.621 0.649 -4.386
H21 -1.968 2.193 -3.800
H22 -4.625 2.059 -4.653
H23 -4.148 3.044 -3.270
H24 -5.265 0.203 -3.190
H25 -5.698 1.582 -2.162

Summary:
ΔE to the lowest compared entry with this formula, charge and spin	0.0	kJ/mol
highest occupied orbital energy	-9.50	eV
DFT total energy	-26651.3670	eV
SMILES	CC(C)CC[C@@H](CCC(N)=O)OC=O.O=C1CCCO1
M	287.36	g mol⁻¹
largest force on an atom	0.86	eV/Å
HOMO-LUMO gap	10.126	eV

Atomic partial charges in e from the Löwdin method, atoms 1 to 2: number 1, C, carries -0.080; number 2, C, carries -0.400

Record 5
C2H5N2 | wB97M-V/def2-TZVPD

Cartesian coordinates (Å):
C1 -0.709 0.381 0.768
C2 0.546 -0.270 -0.593
N1 -0.106 0.917 -0.386
N2 -0.181 -0.817 0.578
H1 -1.561 0.756 1.389
H2 0.456 -0.684 -1.604
H3 1.947 -0.456 -0.428
H4 -0.267 1.853 -0.744
H5 -0.126 -1.679 1.021

Summary:
ΔE to the lowest compared entry with this formula, charge and spin	147.4	kJ/mol
net charge	+1
highest occupied orbital energy	-16.05	eV
DFT total energy	-5125.5194	eV
M	57.08	g mol⁻¹
largest force on an atom	6.76	eV/Å
HOMO-LUMO gap	11.150	eV

Atomic partial charges in e from the Löwdin method, atoms 1 to 2: number 1, C, carries 0.041; number 2, C, carries -0.171

Record 6
C32H88O12 | wB97M-V/def2-TZVPD

Cartesian coordinates (Å):
C1 -4.462 -2.724 -1.139
O1 -4.393 -3.980 -1.812
H1 -3.807 -2.029 -1.665
H2 -5.432 -2.228 -1.160
H3 -4.159 -2.825 -0.097
H4 -4.930 -4.598 -1.311
C2 -0.219 -3.161 -2.393
O2 -0.439 -1.858 -2.944
H5 0.816 -3.317 -2.091
H6 -0.849 -3.366 -1.527
H7 -0.281 -3.991 -3.096
H8 -1.248 -1.966 -3.451
C3 -5.642 1.453 -1.780
C4 -4.218 1.108 -2.122
C5 -3.543 2.024 -3.157
O3 -3.442 0.994 -0.909
H9 -5.972 0.627 -1.150
H10 -6.437 1.562 -2.518
H11 -5.729 2.345 -1.159
H12 -4.298 0.127 -2.591
H13 -2.501 1.786 -3.371
H14 -3.475 3.072 -2.866
H15 -4.042 2.067 -4.125
H16 -2.494 0.877 -1.006
C6 -1.482 -4.359 3.853
C7 -3.082 -4.210 3.752
C8 -3.587 -4.387 2.307
O4 -3.722 -5.249 4.345
H17 -1.202 -4.614 4.875
H18 -0.905 -3.579 3.356
H19 -1.257 -5.314 3.379
H20 -3.450 -3.313 4.252
H21 -4.659 -4.401 2.109
H22 -3.181 -5.322 1.923
H23 -3.250 -3.606 1.625
H24 -3.714 -5.223 5.304
C9 2.339 -0.054 -4.301
C10 2.263 1.128 -5.279
C11 1.947 2.386 -4.597
O5 3.567 1.142 -5.729
H25 2.641 -0.989 -4.773
H26 1.382 -0.125 -3.783
H27 3.033 0.073 -3.470
H28 1.477 0.902 -5.999
H29 1.012 2.429 -4.038
H30 1.779 3.186 -5.317
H31 2.692 2.755 -3.892
H32 4.069 1.699 -5.130
C12 3.598 -1.084 0.047
C13 4.163 -2.440 -0.361
C14 5.073 -2.486 -1.574
O6 4.893 -2.892 0.792
H33 4.368 -0.349 0.283
H34 3.017 -1.189 0.963
H35 2.956 -0.589 -0.682
H36 3.318 -3.101 -0.552
H37 4.493 -1.964 -2.335
H38 5.259 -3.444 -2.062
H39 6.050 -2.048 -1.369
H40 5.103 -3.828 0.749
C15 0.280 0.840 1.032
C16 -0.021 -0.150 -0.132
C17 -1.268 -0.992 0.379
O7 -0.414 0.612 -1.287
H41 0.700 1.761 0.628
H42 0.861 0.252 1.743
H43 -0.594 1.209 1.569
H44 0.805 -0.796 -0.430
H45 -0.989 -1.582 1.252
H46 -1.735 -1.400 -0.518
H47 -1.961 -0.190 0.633
H48 -0.240 0.048 -2.044
C18 -1.161 -0.186 -5.622
C19 -2.426 -1.023 -5.786
C20 -2.672 -1.601 -7.189
O8 -2.224 -2.086 -4.872
H49 -0.247 -0.779 -5.670
H50 -1.022 0.202 -4.613
H51 -1.135 0.513 -6.458
H52 -3.225 -0.452 -5.313
H53 -1.758 -2.018 -7.611
H54 -2.832 -0.776 -7.884
H55 -3.516 -2.278 -7.320
H56 -2.869 -2.770 -5.066
C21 0.460 5.039 -1.560
C22 1.574 5.249 -0.588
C23 2.195 3.982 0.048
O9 2.621 5.877 -1.206
H57 0.540 4.311 -2.367
H58 0.327 5.937 -2.163
H59 -0.356 4.638 -0.958
H60 1.281 5.874 0.255
H61 1.508 3.570 0.786
H62 3.175 4.152 0.495
H63 2.306 3.225 -0.728
H64 2.298 6.128 -2.074
C24 1.699 6.014 3.248
C25 0.167 5.938 3.496
C26 -0.551 5.016 2.460
O10 0.056 5.463 4.864
H65 1.923 6.669 2.406
H66 2.067 5.081 2.820
H67 2.380 6.297 4.051
H68 -0.268 6.931 3.383
H69 -0.614 5.337 1.420
H70 -1.588 5.029 2.794
H71 -0.196 3.986 2.471
H72 -0.850 5.253 5.103
C27 -2.046 0.615 5.315
C28 -1.218 -0.527 5.694
C29 -0.360 -1.115 4.629
O11 -0.361 0.010 6.650
H73 -2.622 0.910 6.192
H74 -2.781 0.435 4.530
H75 -1.531 1.508 4.962
H76 -1.918 -1.244 6.124
H77 -0.988 -1.491 3.821
H78 0.154 -1.974 5.059
H79 0.316 -0.382 4.188
H80 0.331 0.326 6.065
C30 3.334 -1.763 3.703
C31 4.790 -1.657 4.278
C32 5.315 -3.032 4.856
O12 5.602 -1.240 3.238
H81 3.182 -2.672 3.121
H82 3.079 -0.831 3.197
H83 2.709 -1.767 4.596
H84 4.912 -0.870 5.022
H85 6.401 -3.122 4.856
H86 4.911 -3.881 4.305
H87 4.888 -3.139 5.853
H88 5.606 -1.987 2.635

Summary:
ΔE to the lowest compared entry with this formula, charge and spin	239.3	kJ/mol
net charge	-1
highest occupied orbital energy (alpha / beta)	0.70 / -7.72	eV
DFT total energy	-59175.6251	eV
spin multiplicity	2
M	665.04	g mol⁻¹
<S²>	0.750
largest force on an atom	3.50	eV/Å
HOMO-LUMO gap (alpha / beta)	1.493 / 9.836	eV

Atomic partial charges in e from the Löwdin method, atoms 1 to 2: number 1, C, carries -0.191; number 2, O, carries -0.166

Record 7
C53H97In2N6O18 | wB97M-V/def2-TZVPD

Cartesian coordinates (Å):
In1 -1.664 -3.958 -0.734
In2 -3.596 0.770 0.196
C1 -3.130 -2.418 1.947
O1 -3.755 -2.455 0.899
O2 -2.398 -3.397 2.114
O3 -2.936 -1.264 2.294
C2 -0.659 -0.569 -0.966
O4 -0.748 0.580 -0.584
O5 0.044 -1.516 -0.529
O6 -1.704 -1.051 -1.433
N1 -3.576 -4.834 -3.619
O7 -2.356 -4.554 -3.514
O8 -4.103 -5.034 -2.509
O9 -4.124 -4.828 -4.701
C3 -6.384 -1.738 -2.906
C4 -6.037 -2.133 -4.163
C5 -4.917 -1.425 -4.853
O10 -4.357 -1.936 -5.931
C6 -4.320 -0.248 -4.467
C7 -4.751 0.345 -3.197
C8 -5.765 -0.559 -2.319
O11 -5.882 -0.253 -1.095
O12 -4.304 1.390 -2.640
O13 -6.688 -3.079 -4.679
H1 -7.306 -2.151 -2.524
H2 -3.609 0.297 -5.070
C9 -1.802 6.078 2.197
C10 -3.218 5.596 1.699
C11 -4.188 6.787 1.394
C12 -3.828 7.508 0.072
C13 -3.864 6.405 -0.999
C14 -2.934 5.286 -0.802
N2 -3.033 4.742 0.519
O14 -2.301 3.561 0.713
C15 -3.371 4.157 -1.790
C16 -1.506 5.755 -1.117
C17 -3.792 4.865 2.859
H3 -1.761 6.526 3.189
H4 -1.445 6.863 1.530
H5 -1.128 5.223 2.256
H6 -5.251 6.547 1.432
H7 -4.198 7.446 2.262
H8 -2.838 7.961 0.113
H9 -4.493 8.347 -0.134
H10 -3.719 6.957 -1.928
H11 -4.865 5.978 -0.952
H12 -3.218 4.461 -2.825
H13 -2.624 3.364 -1.807
H14 -4.383 3.800 -1.598
H15 -0.832 4.946 -0.838
H16 -1.403 5.973 -2.180
H17 -1.192 6.574 -0.470
H18 -3.222 3.969 3.109
H19 -4.712 4.426 2.473
H20 -3.930 5.437 3.776
H21 -1.389 3.817 0.865
C18 -0.220 -6.438 3.194
C19 0.831 -5.428 3.568
C20 1.980 -6.263 4.328
C21 3.417 -5.807 4.133
C22 3.815 -5.525 2.709
C23 2.845 -4.636 1.945
N3 1.443 -4.966 2.295
O15 0.581 -4.187 1.652
C24 3.158 -3.140 2.243
C25 2.964 -4.905 0.443
C26 0.352 -4.363 4.530
H22 -1.136 -6.028 2.769
H23 -0.726 -7.004 3.976
H24 0.060 -7.200 2.467
H25 1.820 -6.191 5.403
H26 1.872 -7.330 4.134
H27 4.116 -6.467 4.646
H28 3.468 -4.884 4.710
H29 4.109 -6.469 2.250
H30 4.790 -5.048 2.812
H31 2.455 -2.451 1.774
H32 3.062 -2.826 3.282
H33 4.185 -2.916 1.955
H34 3.919 -4.548 0.059
H35 2.843 -5.967 0.228
H36 2.149 -4.403 -0.078
H37 1.092 -3.632 4.856
H38 -0.121 -4.692 5.455
H39 -0.384 -3.716 4.052
H40 0.856 -3.363 2.062
C27 0.837 1.164 2.492
C28 0.330 0.649 3.890
C29 1.218 1.295 4.988
C30 0.825 1.208 6.441
C31 -0.699 1.698 6.510
C32 -1.706 1.217 5.438
N4 -1.016 1.189 4.120
O16 -1.874 1.039 3.060
C33 -2.360 -0.209 5.856
C34 -2.797 2.298 5.452
C35 0.263 -0.892 4.011
H41 0.535 2.211 2.487
H42 0.385 0.633 1.654
H43 1.922 1.096 2.408
H44 2.291 1.131 4.897
H45 1.102 2.333 4.672
H46 1.505 1.750 7.099
H47 0.896 0.166 6.752
H48 -0.581 2.779 6.429
H49 -1.076 1.327 7.463
H50 -2.990 -0.586 5.050
H51 -1.590 -0.931 6.125
H52 -2.930 -0.163 6.784
H53 -2.561 3.297 5.086
H54 -3.483 1.926 4.691
H55 -3.211 2.381 6.457
H56 1.080 -1.194 3.356
H57 -0.630 -1.261 3.507
H58 0.294 -1.135 5.073
H59 -2.018 0.092 3.117
C36 1.813 4.750 -1.967
C37 1.620 3.371 -2.542
C38 2.496 3.198 -3.838
C39 3.988 2.791 -3.691
C40 4.135 1.715 -2.656
C41 3.399 1.871 -1.313
N5 2.041 2.362 -1.476
O17 1.310 2.444 -0.351
C42 3.259 0.446 -0.672
C43 4.243 2.824 -0.510
C44 0.133 3.010 -2.939
H60 1.092 5.467 -2.359
H61 1.543 4.830 -0.913
H62 2.849 5.061 -2.099
H63 2.091 2.416 -4.479
H64 2.362 4.073 -4.475
H65 4.580 2.506 -4.561
H66 4.515 3.696 -3.387
H67 5.193 1.546 -2.453
H68 3.769 0.816 -3.151
H69 2.543 -0.176 -1.209
H70 2.895 0.609 0.343
H71 4.223 -0.059 -0.626
H72 5.197 2.336 -0.311
H73 3.899 2.958 0.516
H74 4.421 3.802 -0.957
H75 0.033 2.010 -3.363
H76 -0.532 3.037 -2.075
H77 -0.259 3.706 -3.681
H78 0.736 1.683 -0.467
C45 3.616 -4.846 -3.160
C46 3.163 -3.451 -3.727
C47 3.583 -3.443 -5.218
C48 3.159 -2.262 -6.113
C49 1.643 -2.202 -6.036
C50 1.115 -2.133 -4.633
N6 1.692 -3.194 -3.734
O18 1.134 -3.159 -2.431
C51 1.335 -0.714 -4.140
C52 -0.431 -2.278 -4.677
C53 3.987 -2.327 -2.984
H79 4.626 -5.010 -3.537
H80 3.717 -4.978 -2.083
H81 3.152 -5.772 -3.499
H82 4.645 -3.665 -5.319
H83 3.100 -4.308 -5.675
H84 3.473 -1.359 -5.589
H85 3.605 -2.302 -7.106
H86 1.222 -3.056 -6.566
H87 1.189 -1.376 -6.583
H88 1.312 -0.572 -3.059
H89 0.550 -0.070 -4.538
H90 2.210 -0.176 -4.502
H91 -0.820 -1.445 -5.263
H92 -0.916 -2.259 -3.701
H93 -0.824 -3.234 -5.020
H94 3.687 -2.191 -1.945
H95 5.027 -2.649 -3.029
H96 4.013 -1.439 -3.616
H97 1.356 -2.285 -2.100

Summary:
ΔE to the lowest compared entry with this formula, charge and spin	0.0	kJ/mol
net charge	-1
highest occupied orbital energy	-5.43	eV
DFT total energy	-112656.5259	eV
M	1336.02	g mol⁻¹
largest force on an atom	7.29	eV/Å
HOMO-LUMO gap	2.718	eV

Atomic partial charges in e from the Löwdin method, atoms 1 to 2: number 1, In, carries 1.152; number 2, In, carries 1.167

Record 8
C3H10N4O | wB97M-V/def2-TZVPD

Cartesian coordinates (Å):
C1 -2.127 -0.721 -0.570
C2 -0.769 -0.953 0.060
O1 -0.498 -1.933 0.773
H1 0.013 -0.780 -0.981
H2 -2.139 -1.283 -1.504
H3 -2.334 0.327 -0.776
H4 -2.902 -1.124 0.086
C3 0.922 0.550 -0.316
N1 0.345 0.478 2.091
N2 0.952 1.804 -0.866
N3 2.077 -0.202 -0.340
N4 0.040 0.367 0.723
H5 -0.531 0.684 2.560
H6 0.602 -0.453 2.420
H7 1.521 1.983 -1.677
H8 0.209 2.426 -0.593
H9 2.712 -0.030 -1.106
H10 1.906 -1.140 0.016

Summary:
ΔE to the lowest compared entry with this formula, charge and spin	462.4	kJ/mol
highest occupied orbital energy	-7.71	eV
DFT total energy	-11277.4086	eV
M	118.14	g mol⁻¹
largest force on an atom	3.53	eV/Å
HOMO-LUMO gap	8.209	eV

Atomic partial charges in e from the Löwdin method, atoms 1 to 2: number 1, C, carries -0.045; number 2, C, carries -0.582

> Which formula does entry 4 have?

C14H25NO5